Entry from OMol25: 7 unconnected molecules or ions with the total composition C51H53BF6N2O6P2S (wB97M-V/def2-TZVPD).

Values from the calculation:
2S+1: 1
Orbital gap: 7.45 eV
Highest occupied orbital energy: -8.1950 eV
SMILES string: C#CCP(CCCNCc1ccccc1O)(N=C=S)(B(O)OC)P(=O)(O)O.Fc1ccccc1.Fc1ccccc1.Fc1ccccc1.Fc1ccccc1.Fc1ccccc1.Fc1ccccc1
Total energy: -115390.6903 eV
LUMO energy: -0.7470 eV
F_max: 10.19 eV Å⁻¹

Positions of all 122 atoms, in Å:
C (-4.28, -2.82, 4.97)
C (-5.07, -2.65, 3.80)
C (-5.94, -2.43, 2.41)
P (-5.07, -1.33, 1.11)
C (-3.16, -1.40, 0.72)
C (-2.42, -2.57, 1.60)
C (-1.13, -3.18, 0.75)
N (-0.08, -3.67, 1.72)
C (1.07, -2.70, 1.89)
C (0.66, -1.12, 1.91)
C (0.77, -0.18, 0.53)
C (0.42, 1.43, 0.47)
C (-0.06, 2.16, 1.87)
C (-0.20, 1.24, 3.23)
C (0.14, -0.38, 3.31)
O (0.01, -1.13, 4.60)
N (-5.40, -2.56, -0.18)
C (-6.72, -2.50, -0.54)
S (-8.43, -2.80, -0.68)
B (-6.09, 0.00, 0.10)
O (-5.48, 0.44, -1.20)
O (-7.37, 0.54, 0.64)
C (-7.72, 1.82, -0.02)
P (-4.68, 0.29, 2.57)
O (-4.45, 1.61, 1.67)
O (-6.01, 0.43, 3.68)
O (-3.21, 0.06, 3.48)
H (-3.94, -3.28, 6.02)
H (-6.17, -3.52, 2.00)
H (-6.98, -1.91, 2.66)
H (-3.01, -1.66, -0.44)
H (-2.63, -0.38, 0.97)
H (-2.11, -2.17, 2.68)
H (-3.14, -3.50, 1.81)
H (-1.55, -4.15, 0.20)
H (-0.74, -2.47, -0.09)
H (0.35, -4.51, 1.23)
H (1.91, -2.88, 1.09)
H (1.54, -2.93, 2.97)
H (1.14, -0.68, -0.48)
H (0.51, 2.10, -0.50)
H (-0.28, 3.32, 1.83)
H (-0.54, 1.78, 4.21)
H (-0.69, -1.83, 4.43)
H (-4.54, 0.11, -1.18)
H (-6.77, 2.52, -0.14)
H (-8.50, 2.45, 0.61)
H (-8.16, 1.54, -1.09)
H (-6.90, 0.35, 3.22)
H (-3.44, 0.32, 4.44)
F (-0.08, 4.71, 3.71)
C (-1.38, 4.95, 3.91)
C (-1.77, 6.02, 4.70)
C (-3.12, 6.28, 4.90)
C (-4.08, 5.45, 4.31)
C (-3.68, 4.37, 3.52)
C (-2.32, 4.12, 3.31)
H (-1.01, 6.65, 5.16)
H (-3.44, 7.12, 5.51)
H (-5.14, 5.64, 4.47)
H (-4.43, 3.72, 3.06)
H (-2.00, 3.29, 2.69)
F (-1.23, 9.44, 6.32)
C (-0.03, 9.82, 5.87)
C (0.26, 9.70, 4.52)
C (1.51, 10.09, 4.04)
C (2.47, 10.59, 4.93)
C (2.17, 10.70, 6.29)
C (0.92, 10.32, 6.76)
H (-0.49, 9.31, 3.84)
H (1.74, 10.01, 2.98)
H (3.45, 10.89, 4.56)
H (2.92, 11.08, 6.98)
H (0.67, 10.40, 7.82)
F (3.35, -2.65, 3.55)
C (3.47, -2.96, 4.85)
C (4.41, -3.91, 5.24)
C (4.54, -4.23, 6.59)
C (3.72, -3.61, 7.53)
C (2.78, -2.66, 7.13)
C (2.66, -2.33, 5.78)
H (5.03, -4.39, 4.49)
H (5.28, -4.97, 6.91)
H (3.82, -3.86, 8.59)
H (2.14, -2.18, 7.87)
H (1.94, -1.59, 5.45)
F (-0.53, -1.30, -2.74)
C (0.33, -0.67, -3.55)
C (0.20, 0.70, -3.74)
C (1.09, 1.36, -4.58)
C (2.10, 0.64, -5.23)
C (2.22, -0.74, -5.03)
C (1.33, -1.39, -4.18)
H (-0.60, 1.24, -3.24)
H (1.01, 2.43, -4.74)
H (2.80, 1.15, -5.89)
H (3.00, -1.30, -5.53)
H (1.41, -2.46, -4.00)
F (2.58, -4.22, -4.54)
C (2.49, -4.61, -5.82)
C (1.55, -5.58, -6.18)
C (1.46, -5.98, -7.51)
C (2.30, -5.42, -8.47)
C (3.24, -4.45, -8.10)
C (3.33, -4.04, -6.77)
H (0.91, -6.01, -5.42)
H (0.73, -6.73, -7.80)
H (2.23, -5.74, -9.51)
H (3.90, -4.02, -8.85)
H (4.04, -3.28, -6.47)
F (6.03, -5.29, -9.45)
C (6.61, -4.33, -10.18)
C (5.93, -3.79, -11.27)
C (6.53, -2.79, -12.03)
C (7.81, -2.34, -11.70)
C (8.49, -2.89, -10.61)
C (7.88, -3.88, -9.84)
H (4.94, -4.16, -11.51)
H (6.00, -2.36, -12.88)
H (8.28, -1.56, -12.30)
H (9.49, -2.54, -10.36)
H (8.39, -4.31, -8.99)

=====

Entry from OMol25: a molecular structure, C51H53BrIIrNO2P4 (wB97M-V/def2-TZVPD).

Values from the calculation:
2S+1: 1
Orbital gap (alpha / beta): 6.76 / 6.76 eV
Highest occupied orbital energy (alpha / beta): -9.7738 / -9.7713 eV
Total energy: -177465.1934 eV
LUMO energy (alpha / beta): -3.0142 / -3.0142 eV
Charge: +1
F_max: 1.79 eV Å⁻¹

Positions of all 114 atoms, in Å:
Ir (-0.88, 0.18, -1.23)
C (0.78, 0.26, 4.44)
N (1.43, -1.03, 4.47)
C (1.42, -1.94, 3.35)
P (1.54, -1.15, 1.60)
C (2.61, 0.26, 1.90)
C (2.24, 1.51, 1.39)
C (3.01, 2.62, 1.68)
C (4.14, 2.49, 2.49)
C (4.49, 1.25, 3.00)
C (3.73, 0.13, 2.71)
C (2.61, -2.60, 1.10)
C (2.00, -3.85, 1.11)
C (2.70, -4.98, 0.73)
C (4.02, -4.88, 0.33)
C (4.64, -3.64, 0.32)
C (3.94, -2.51, 0.70)
C (2.04, -1.46, 5.64)
C (2.30, -2.82, 5.87)
C (2.91, -3.22, 7.05)
C (3.27, -2.30, 8.02)
C (3.01, -0.95, 7.79)
C (2.42, -0.53, 6.62)
P (-0.59, 0.18, 3.21)
C (-1.51, 1.71, 3.55)
C (-2.66, 1.75, 4.35)
C (-3.27, 2.97, 4.61)
C (-2.73, 4.14, 4.11)
C (-1.59, 4.10, 3.33)
C (-0.99, 2.89, 3.04)
C (-1.50, -1.24, 3.93)
C (-1.65, -1.42, 5.30)
C (-2.22, -2.58, 5.80)
C (-2.64, -3.58, 4.93)
C (-2.49, -3.41, 3.56)
C (-1.91, -2.25, 3.07)
H (1.47, 1.08, 4.16)
H (0.37, 0.51, 5.41)
H (0.61, -2.68, 3.37)
H (2.37, -2.48, 3.34)
H (1.38, 1.60, 0.74)
H (2.74, 3.58, 1.28)
H (4.74, 3.36, 2.73)
H (5.37, 1.15, 3.63)
H (4.01, -0.83, 3.12)
H (0.96, -3.96, 1.41)
H (2.20, -5.94, 0.74)
H (4.57, -5.76, 0.02)
H (5.67, -3.55, 0.01)
H (4.44, -1.55, 0.68)
H (2.00, -3.57, 5.16)
H (3.09, -4.27, 7.21)
H (3.74, -2.62, 8.94)
H (3.29, -0.22, 8.53)
H (2.26, 0.53, 6.45)
H (-3.08, 0.84, 4.74)
H (-4.16, 2.99, 5.22)
H (-3.20, 5.09, 4.33)
H (-1.17, 5.02, 2.93)
H (-0.11, 2.87, 2.40)
H (-1.30, -0.67, 5.99)
H (-2.33, -2.71, 6.86)
H (-3.09, -4.48, 5.32)
H (-2.80, -4.19, 2.88)
H (-1.78, -2.12, 2.01)
C (-1.63, 1.85, -4.39)
P (-2.04, 0.61, -3.13)
C (-2.18, -0.95, -4.06)
C (-3.81, 1.00, -2.80)
C (-4.21, 0.18, -1.57)
P (-2.87, 0.42, -0.28)
C (-3.21, 2.16, 0.21)
C (-3.71, -0.46, 1.08)
H (-2.31, 1.69, -5.23)
H (-0.60, 1.78, -4.75)
H (-1.79, 2.85, -4.00)
H (-2.70, -0.80, -5.01)
H (-2.73, -1.67, -3.46)
H (-1.18, -1.34, -4.25)
H (-4.43, 0.82, -3.68)
H (-3.89, 2.07, -2.56)
H (-4.28, -0.89, -1.80)
H (-5.16, 0.49, -1.15)
H (-4.28, 2.36, 0.19)
H (-2.70, 2.85, -0.46)
H (-2.84, 2.33, 1.21)
H (-4.74, -0.09, 1.14)
H (-3.24, -0.29, 2.04)
H (-3.74, -1.53, 0.88)
I (5.71, 2.01, -7.21)
C (4.22, 1.78, -5.76)
C (3.20, 0.87, -5.97)
C (2.23, 0.70, -5.00)
C (2.26, 1.46, -3.83)
C (3.29, 2.38, -3.64)
C (4.27, 2.54, -4.60)
C (1.23, 1.27, -2.76)
O (1.15, 2.05, -1.81)
O (0.46, 0.25, -2.91)
H (3.17, 0.28, -6.88)
H (1.44, -0.02, -5.14)
H (3.29, 2.97, -2.74)
H (5.07, 3.25, -4.45)
Br (1.97, -3.59, -3.88)
C (1.46, -2.50, -2.43)
C (2.38, -1.53, -1.98)
C (2.09, -0.75, -0.90)
C (0.85, -0.97, -0.18)
C (-0.08, -1.92, -0.69)
C (0.24, -2.67, -1.85)
H (3.29, -1.38, -2.54)
H (2.77, 0.04, -0.62)
H (-0.93, -2.22, -0.10)
H (-0.45, -3.42, -2.21)